# 1
{"formula": "C19H16N2O2", "method": "ωB97M-V/def2-TZVPD", "elements": ["C", "O", "C", "C", "C", "C", "C", "C", "N", "N", "C", "O", "C", "C", "C", "C", "C", "C", "C", "C", "C", "C", "C", "H", "H", "H", "H", "H", "H", "H", "H", "H", "H", "H", "H", "H", "H", "H", "H"], "xyz": [[0.9363, -5.0504, -0.9165], [0.5696, -3.7286, -0.6037], [0.3321, -3.4065, 0.6966], [0.4216, -4.2961, 1.7651], [0.1569, -3.8546, 3.0522], [-0.1955, -2.5434, 3.2944], [-0.2899, -1.6435, 2.2299], [-0.6650, -0.2664, 2.4757], [-0.7837, 0.5585, 1.5162], [-1.1342, 1.8272, 1.7478], [-1.2743, 2.7221, 0.7193], [-1.5847, 3.8722, 0.9291], [-1.0243, 2.1065, -0.6201], [-2.0450, 1.4605, -1.2677], [-1.8267, 0.8596, -2.5158], [-0.5912, 0.9058, -3.0972], [0.4809, 1.5646, -2.4604], [1.7660, 1.6297, -3.0388], [2.7881, 2.2754, -2.4024], [2.5723, 2.8877, -1.1580], [1.3401, 2.8414, -0.5687], [0.2650, 2.1815, -1.2002], [-0.0243, -2.0829, 0.9373], [1.0740, -5.0694, -1.9964], [1.8743, -5.3351, -0.4286], [0.1518, -5.7627, -0.6406], [0.6944, -5.3280, 1.6103], [0.2293, -4.5531, 3.8728], [-0.3996, -2.2115, 4.3015], [-0.8439, 0.0263, 3.5183], [-1.3068, 2.1574, 2.7028], [-3.0249, 1.4109, -0.8160], [-2.6453, 0.3554, -3.0077], [-0.4160, 0.4374, -4.0553], [1.9256, 1.1588, -3.9986], [3.7691, 2.3220, -2.8526], [3.3899, 3.3979, -0.6701], [1.1712, 3.3207, 0.3846], [-0.0943, -1.3927, 0.1128]], "forces_ev_per_angstrom": [[0.1, -0.2, 0.0], [-0.1, 0.3, 0.1], [-0.1, 0.2, 0.1], [0.1, -0.1, -0.2], [0.0, 0.0, 0.0], [0.0, 0.2, -0.1], [0.2, -0.8, -0.3], [-0.3, 0.9, 0.3], [0.3, -0.8, -0.2], [-0.2, 0.4, 1.1], [-0.1, -0.2, 0.0], [0.0, 0.1, 0.0], [-0.3, 0.0, -0.5], [0.2, 0.3, 0.3], [0.1, -0.1, -0.2], [-0.2, -0.1, 0.0], [-0.1, 0.1, 0.3], [0.2, 0.1, 0.0], [0.0, -0.1, -0.3], [-0.1, 0.1, 0.3], [0.2, 0.1, 0.0], [-0.1, -0.1, -0.2], [0.0, -0.1, 0.1], [0.0, 0.0, 0.1], [0.0, 0.0, 0.0], [0.0, 0.0, 0.0], [0.0, -0.1, -0.1], [0.0, -0.1, 0.1], [0.0, 0.0, 0.1], [0.0, 0.0, -0.1], [0.0, 0.0, -0.4], [-0.1, 0.0, 0.1], [0.0, 0.0, -0.1], [0.0, 0.0, -0.1], [0.0, 0.0, -0.1], [0.1, 0.0, -0.1], [0.0, 0.0, 0.1], [0.0, 0.1, 0.1], [0.0, 0.1, -0.2]], "relative_energy_ev": 0.1636, "gap_ev": 8.6, "lumo_energy_ev": 0.37, "smiles": "COc1cccc(/C=N/NC(=O)c2cccc3ccccc23)c1"}

# 2
{"formula": "C5H28NO10", "method": "ωB97M-V/def2-TZVPD", "elements": ["O", "C", "C", "N", "C", "C", "C", "H", "H", "H", "H", "H", "H", "H", "H", "H", "H", "H", "H", "O", "H", "H", "O", "H", "H", "O", "H", "H", "O", "H", "H", "O", "H", "H", "O", "H", "H", "O", "H", "H", "O", "H", "H", "O"], "xyz": [[3.6908, -0.1782, 2.4129], [2.6525, 0.3156, 2.0906], [2.5211, 0.7787, 0.6081], [1.1848, 1.2498, 0.2836], [1.3559, 2.3375, -0.8148], [2.9339, 2.5860, -0.9931], [3.5540, 1.7724, 0.1488], [1.7761, 0.5576, 2.7133], [2.7647, -0.1755, 0.0801], [0.6864, 0.4921, -0.2452], [0.5817, 1.5540, 1.0566], [0.9921, 1.9918, -1.7770], [0.8180, 3.1730, -0.3524], [3.0207, 3.6604, -1.1189], [3.1683, 2.1669, -1.9902], [3.6829, 2.5230, 0.9670], [4.4517, 1.2712, -0.1672], [1.0874, -3.5112, 1.2004], [-0.5344, -3.6447, 1.1777], [0.2306, -3.0886, 1.3098], [0.2057, -1.5574, 0.3911], [-0.1323, -1.8065, -1.1162], [-0.0113, -1.0984, -0.4555], [-1.5236, 0.5400, 2.0901], [-0.4733, -0.5368, 2.4677], [-0.5843, 0.3146, 2.0201], [-2.8595, -0.4922, -3.7109], [-1.6525, -1.4411, -3.7241], [-1.9009, -0.5186, -3.6356], [-3.6743, -2.4880, -1.8529], [-2.7378, -2.2697, -0.5323], [-3.5949, -2.1319, -0.9716], [-0.1692, -3.6284, -2.8023], [-1.5120, -3.5601, -2.0846], [-0.5656, -3.5368, -1.9280], [-3.0142, 2.3587, 1.5575], [-2.9251, 2.0901, 2.9696], [-2.3246, 2.2614, 2.2297], [-3.2679, -1.1715, 1.5406], [-3.6916, -0.5868, 0.1501], [-3.1176, -0.4368, 0.9355], [-1.4118, 1.8326, -2.9124], [-2.4736, 1.3601, -1.9572], [-1.5575, 1.6448, -1.9803]], "forces_ev_per_angstrom": [[-0.3, -0.3, 0.7], [0.5, 1.2, -1.6], [0.8, -2.4, 0.8], [-0.1, 0.5, -3.2], [1.2, 0.4, 1.2], [-2.6, -1.4, -1.0], [-0.2, 2.6, 0.8], [0.1, -0.3, 0.5], [-0.8, 0.6, 0.0], [-0.4, -0.1, 0.9], [0.2, -0.3, 0.0], [-0.7, 0.0, 0.4], [0.1, 0.1, -1.0], [0.8, 0.1, 0.7], [0.1, 0.1, 0.6], [0.7, -0.8, -0.4], [0.5, 0.1, 0.4], [-0.5, -0.7, -0.1], [0.4, -0.7, -0.2], [0.3, 1.1, 0.6], [-0.5, 0.0, -0.9], [0.2, 0.2, 0.4], [0.3, -0.1, 0.1], [0.0, 0.3, -0.3], [-0.1, 0.2, -0.1], [0.5, -0.7, 0.7], [0.0, -0.1, -0.1], [0.0, -0.1, -0.1], [0.0, 0.0, -0.1], [0.4, -0.3, -0.1], [-0.2, 0.0, -0.9], [-0.3, 0.1, 0.6], [0.1, -0.1, 0.0], [-0.2, -0.2, 0.0], [0.1, 0.2, -0.1], [0.5, 0.1, -0.5], [0.5, 0.1, 0.4], [-1.2, 0.1, 0.1], [-0.3, 0.1, -0.2], [0.5, -0.1, 0.9], [-0.4, 0.2, -0.3], [0.1, -0.1, -0.1], [0.0, -0.2, 0.2], [0.1, 0.5, 0.2]], "relative_energy_ev": 1.1385, "charge": 1, "gap_ev": 10.0, "lumo_energy_ev": -2.89}

Which HOMO belongs to each record? In order, -8.23; -12.89 eV.